1 | # C4H11NS

2 unconnected molecules or ions with the total composition C4H11NS (ωB97M-V/def2-TZVPD, the OMol25 dataset).

Atoms and positions in Å:
C -0.2311 -1.2486 0.3702
N -0.2640 -2.4740 -0.3055
C -0.7711 -2.3719 -1.6358
C 1.9319 3.1877 0.9107
S 1.0395 1.5954 1.0459
C -1.3411 -0.1916 0.4424
H 0.1848 -1.4742 1.3498
H 0.6467 -0.7250 -0.1314
H -1.2800 -1.4226 -1.8558
H -1.4760 -3.1899 -1.7873
H 0.0673 -2.4252 -2.3501
H 1.9119 3.5454 -0.1189
H 2.9528 2.9769 1.2365
H 1.4803 3.8999 1.6035
H -1.1263 0.5509 -0.3171
H -2.3234 -0.5973 0.1722
H -1.4023 0.3641 1.3709

Properties
- charge = 0
- orbital gap (eV) = 4.13
- LUMO level (eV) = -3.19

***

2 | # C4H11NS

2 unconnected molecules or ions with the total composition C4H11NS (ωB97M-V/def2-TZVPD, the OMol25 dataset).

Atoms and positions in Å:
C 2.2762 -1.6873 1.5769
N 2.4399 -0.6355 0.9065
H 2.9509 -1.8798 2.4176
H 1.3442 -2.2462 1.5485
H 1.5121 -0.6094 -0.4361
H 2.9766 0.1148 1.3020
C -2.6661 1.5836 0.1581
C -2.1556 0.2816 -0.4497
C -0.8048 -0.1914 0.0883
S 0.5223 0.2365 -1.1501
H -3.0690 1.4669 1.1634
H -3.4383 2.0201 -0.4733
H -1.8568 2.3170 0.2024
H -2.8978 -0.5181 -0.3758
H -2.0471 0.4542 -1.5221
H -0.7955 -1.2617 0.2244
H -0.4461 0.2971 0.9878

Properties
- charge = 0
- orbital gap (eV) = 8.36
- SMILES = CCCS.C=N
- LUMO level (eV) = 0.48

***

Energies in kcal/mol, measured from the most stable structure: 1 81.2; 2 0.0.

***

1 | # C4H11NS

A single C4H11NS molecule (ωB97M-V/def2-TZVPD, the OMol25 dataset).

Atoms and positions in Å:
C -0.3757 -1.1086 0.4746
N -0.2351 0.3033 0.8416
C -0.3095 1.1499 -0.3697
C 0.7756 1.0015 -1.4505
S 2.2770 2.0409 -1.4596
C -0.9831 -1.8944 1.6622
H 0.5015 -1.7229 0.2384
H -1.0590 -1.2146 -0.3686
H 0.6877 0.4329 1.2515
H -1.2194 0.8595 -0.8870
H -0.4258 2.1829 -0.0337
H 0.3633 1.0002 -2.4541
H 1.3980 0.1290 -1.1918
H 1.8937 3.0930 -2.2102
H -1.6909 -1.2283 2.1580
H -0.2319 -2.1568 2.4234
H -1.3664 -2.8674 1.3756

Properties
- charge = 0
- orbital gap (eV) = 9.82
- SMILES = CCNCCS
- LUMO level (eV) = 0.93

***

2 | # C4H11NS

2 unconnected molecules or ions with the total composition C4H11NS (ωB97M-V/def2-TZVPD, the OMol25 dataset).

Atoms and positions in Å:
C -0.1984 1.4082 1.1003
C -0.3126 1.2649 -0.4273
C -0.5128 2.4008 -1.2342
N 1.1426 0.7507 -0.8671
H -1.1373 1.7592 1.5195
H -0.0186 0.3927 1.4672
H 0.6335 2.0712 1.3444
H -1.2293 2.4924 -2.0295
H 0.2273 3.1960 -1.2377
H 0.9267 0.0355 -1.5703
H 1.3783 1.5289 -1.5100
H -0.8628 0.3370 -0.5857
C -0.0318 -3.6469 0.8400
S 0.1573 -1.9220 0.3662
H 0.9290 -4.1651 0.7775
H -0.3595 -3.7579 1.8730
H -0.7316 -4.1455 0.1736

Properties
- charge = 0
- orbital gap (eV) = 3.67
- LUMO level (eV) = -3.11

***

Energies in kcal/mol, measured from the most stable structure: 1 0.0; 2 109.9.